Record 1
The following is a quantum chemistry calculation of a cluster of 2 separate species, C2H3NO in total, from the Open Molecules 2025 dataset.

Each line ends with the Mulliken charge.
Cartesian coordinates (Å):
C: 2.456 -0.016 0.130  0.106
C: -1.023 0.116 0.124  -0.127
N: -1.016 1.345 -0.518  -0.274
O: 2.403 -0.849 -0.632  -0.136
H: -1.698 -0.600 -0.265  0.291
H: -1.201 0.258 1.171  0.260
H: 0.079 -0.254 -0.009  -0.120

- Orbital gap (spin up / spin down): 11.19 / 12.16 eV
- F_max: 3.10 eV/A
- 2S+1: 3
- <S²>: 2.01

Record 2
The following is a quantum chemistry calculation of the molecule C2H3NO2, from the Open Molecules 2025 dataset.

Each line ends with the Mulliken charge.
Cartesian coordinates (Å):
C: 0.386 -0.590 0.144  0.476
C: -0.360 0.761 -0.172  0.135
N: -1.559 0.892 -0.119  -0.506
O: 0.422 -0.803 1.343  -0.490
O: 1.072 -1.515 -0.641  -0.458
H: 0.561 1.521 -0.285  0.241
H: -2.034 1.847 -0.168  0.279
H: 1.512 -2.113 -0.102  0.324

- Orbital gap: 10.74 eV
- F_max: 6.40 eV/A

Record 3
The following is a quantum chemistry calculation of the molecule C2H3NO2, from the Open Molecules 2025 dataset.

Each line ends with the Mulliken charge.
Cartesian coordinates (Å):
C: -1.636 -0.175 0.241  -0.203
C: 1.618 0.188 -0.198  0.301
H: -2.486 0.258 0.821  0.278
H: -1.728 -1.331 -0.152  0.227
H: 2.685 -0.382 -0.502  0.259
N: -0.466 0.442 0.208  -0.247
O: 0.479 -0.392 -0.577  -0.155
O: 1.535 1.392 0.159  -0.460

- Orbital gap: 10.34 eV
- F_max: 6.05 eV/A

Record 4
The following is a quantum chemistry calculation of a cluster of 2 separate species, C2H3NO2 in total, from the Open Molecules 2025 dataset.

Each line ends with the Mulliken charge.
Cartesian coordinates (Å):
C: -0.625 -1.609 -0.389  0.613
C: 0.779 1.906 0.061  -0.061
N: -1.448 -2.178 0.264  -0.465
O: 0.156 -1.041 -1.013  -0.385
O: -0.118 1.121 -0.179  -0.387
H: 1.159 2.514 -0.725  0.215
H: -1.367 -2.698 1.060  0.258
H: 1.464 1.985 0.921  0.212

- Orbital gap: 10.97 eV
- F_max: 2.57 eV/A

Record 5
The following is a quantum chemistry calculation of the molecule C2H3NO2, from the Open Molecules 2025 dataset.

Each line ends with the Mulliken charge.
Cartesian coordinates (Å):
C: 0.292 -1.410 -0.126  0.743
C: -0.123 1.083 0.108  -0.630
N: -0.321 -0.336 -0.714  -0.147
O: 1.315 -1.888 0.110  -0.427
O: -1.012 -1.472 -0.035  -0.346
H: -0.338 1.040 1.238  0.246
H: 0.974 1.194 -0.165  0.317
H: -0.788 1.789 -0.416  0.244

- Orbital gap (spin up / spin down): 6.66 / 8.20 eV
- F_max: 13.16 eV/A
- 2S+1: 3
- <S²>: 2.01

Record 6
The following is a quantum chemistry calculation of a cluster of 2 separate species, C2H3NO2S in total, from the Open Molecules 2025 dataset.

Each line ends with the Mulliken charge.
Cartesian coordinates (Å):
C: -0.495 -0.182 0.922  -0.405
C: 0.598 2.048 0.716  0.787
N: 0.412 -1.842 -1.166  -0.521
O: 1.168 2.549 1.604  -0.330
O: -0.224 1.670 -0.109  -0.380
S: -0.918 -1.026 -0.337  -0.007
H: -1.247 0.209 1.702  0.292
H: 0.759 -0.907 -1.618  0.281
H: -0.052 -2.519 -1.714  0.284

- Orbital gap: 8.69 eV
- F_max: 5.27 eV/A

Record 7
The following is a quantum chemistry calculation of the molecule C2H3NO2S, from the Open Molecules 2025 dataset.

Each line ends with the Mulliken charge.
Cartesian coordinates (Å):
C: -0.636 0.470 0.841  0.123
C: 0.783 0.434 -1.141  0.072
H: -0.477 -1.737 0.710  0.310
H: -0.534 1.590 1.021  0.238
H: 0.614 1.541 -1.299  0.256
N: -0.060 -0.121 -0.182  0.236
O: -0.105 -1.508 -0.286  -0.360
O: 1.731 -0.244 -1.762  -0.477
S: -1.316 -0.425 2.099  -0.399

- Orbital gap: 8.79 eV
- F_max: 7.64 eV/A

Record 8
The following is a quantum chemistry calculation of the molecule C2H3NO2S, from the Open Molecules 2025 dataset.

Each line ends with the Mulliken charge.
Cartesian coordinates (Å):
C: -0.432 0.380 -0.067  0.189
C: -0.072 -0.181 -1.356  0.113
H: 0.226 0.099 2.811  0.369
H: -1.333 1.029 0.068  0.379
H: 1.282 -1.141 -0.365  0.427
N: 0.207 -0.044 0.947  -0.344
O: -0.157 0.621 2.081  -0.372
O: 0.999 -1.010 -1.312  -0.492
S: -0.719 0.247 -2.809  -0.269

- Orbital gap: 8.28 eV
- F_max: 2.12 eV/A